Record 1
ORCA calculation (ωB97M-V/def2-TZVPD) on a single C4H5NO3 molecule.

The geometry in XYZ format:
```
13
Properties=species:S:1:pos:R:3:forces:R:3:mulliken_charge:R:1
O -0.912062 -0.067740 -1.510279 2.63 1.06 -0.14 -0.319
O -2.809803 -1.019652 -1.139826 -1.83 -1.07 -0.92 -0.427
O -1.038432 -0.695472 0.693708 -0.60 -0.18 0.35 -0.479
N 0.843539 0.370549 -0.141459 0.54 0.28 0.21 -0.316
C -0.474669 -0.176817 -0.207297 1.22 -0.39 -0.07 0.660
C 1.020085 1.111628 1.125561 0.66 1.11 0.34 -0.286
C -2.034717 -0.633971 -1.942361 -0.49 0.53 0.77 0.243
C 1.696618 -0.172742 1.012501 -0.37 0.15 -1.22 -0.322
H -2.054416 -0.527641 -3.047551 -0.36 -0.46 0.42 0.331
H 1.282112 -1.015327 1.468754 -1.06 -0.92 0.97 0.224
H 2.744692 -0.383585 0.848819 0.11 0.85 -0.57 0.223
H 0.157083 1.136520 1.782166 0.03 0.01 -0.04 0.246
H 1.579969 2.074249 1.057264 -0.47 -0.98 -0.10 0.223
```
Positions in Å, forces in eV/Å.

ΔE to the lowest compared entry with this formula, charge and spin, kcal/mol: 49.9
F_max, eV Å⁻¹: 2.84
Total charge: 0
E_LUMO, eV: 0.947
Multiplicity: 1
SMILES: O=COC(=O)N1CC1

Record 2
ORCA calculation (ωB97M-V/def2-TZVPD) on 2 unconnected molecules or ions with the total composition C4H5NO3S.

The geometry in XYZ format:
```
14
Properties=species:S:1:pos:R:3:forces:R:3:mulliken_charge:R:1
S 0.704918 3.983108 1.925207 0.46 0.14 2.35 0.503
O -0.614324 -1.717218 0.540979 0.60 -1.37 -0.68 -0.328
O -0.146378 1.370088 -1.180820 -0.67 -1.35 0.52 -0.521
O 1.088215 4.861297 3.061548 -0.37 -1.72 -1.99 -0.455
N 0.878015 2.481857 1.947148 0.09 1.00 -1.04 -0.301
C -0.585530 -0.390455 0.477320 -0.13 1.24 1.30 -0.513
C -0.468130 0.054501 -0.774140 0.87 1.19 -2.02 0.667
C -0.483111 -1.100890 -1.653137 0.65 -1.20 4.79 -0.598
C -0.437802 -2.169233 -0.735650 -1.36 3.19 -1.29 -0.385
H 1.429101 1.788758 2.447051 -0.17 0.58 0.56 0.255
H 0.273838 1.793981 -0.416359 -0.19 -0.06 -0.12 0.298
H -0.509414 -1.185096 -2.673220 0.21 0.02 -2.20 0.478
H -0.632408 0.148018 1.409599 0.02 -0.04 -0.03 0.465
H -0.511768 -3.194546 -0.869660 0.00 -1.62 -0.17 0.435
```
Positions in Å, forces in eV/Å.

ΔE to the lowest compared entry with this formula, charge and spin, kcal/mol: 51.6
F_max, eV Å⁻¹: 4.98
Total charge: 0
E_LUMO, eV: -1.096
Multiplicity: 1

Record 3
ORCA calculation (ωB97M-V/def2-TZVPD) on a single C4H5NO4S2 molecule.

The geometry in XYZ format:
```
16
Properties=species:S:1:pos:R:3:forces:R:3:mulliken_charge:R:1
S -1.152601 -0.560080 0.145681 -0.52 0.40 0.49 1.247
S 1.635689 -1.097124 -0.668812 0.06 1.12 0.57 0.551
O -1.296355 -1.778186 0.865702 -0.02 -0.36 -0.19 -0.610
O 0.015890 -0.697872 -0.952591 0.00 -0.06 -0.31 -0.281
O 1.737656 -2.446589 -0.188122 0.10 -0.85 0.09 -0.501
O -0.900863 0.627852 0.898229 -0.32 0.22 -0.21 -0.568
N 1.564744 2.064922 -0.067632 -0.25 0.46 -0.88 0.024
C -2.526378 -0.307308 -0.982807 0.57 -0.10 0.33 -0.924
C 1.250428 2.885366 -0.837620 0.01 0.00 -0.11 -0.123
C 1.887593 -0.115669 0.847076 0.10 0.09 -0.57 -0.564
C 1.879872 1.208985 0.929635 0.40 -0.55 0.94 0.009
H -3.120343 0.513945 -0.598715 0.00 0.05 0.10 0.342
H -2.106336 -0.063748 -1.947829 -0.03 0.09 -0.21 0.305
H 2.124482 -0.721802 1.708005 -0.01 -0.13 0.01 0.399
H -3.090872 -1.227834 -1.016175 -0.09 -0.17 -0.05 0.351
H 2.097401 1.715144 1.865972 0.00 -0.21 0.00 0.343
```
Positions in Å, forces in eV/Å.

ΔE to the lowest compared entry with this formula, charge and spin, kcal/mol: 104.5
F_max, eV Å⁻¹: 1.26
Total charge: 0
E_LUMO, eV: -0.493
Multiplicity: 1

Record 4
ORCA calculation (ωB97M-V/def2-TZVPD) on a molecular structure, C4H5NO5.

The geometry in XYZ format:
```
15
Properties=species:S:1:pos:R:3:forces:R:3:mulliken_charge:R:1
O -1.455439 -1.686864 0.821375 -0.57 -0.52 -1.93 -0.058
O -1.605372 -0.466488 -0.281138 -1.02 -0.74 0.78 -0.468
O 0.137927 -1.504440 -2.101695 -1.80 1.09 2.32 -0.531
O -1.229805 -1.179219 2.012855 -1.09 1.53 2.08 -0.268
O -0.353289 2.093367 1.054568 0.03 0.12 -1.34 -0.504
N -0.468476 0.085200 -0.445678 1.78 1.06 -1.00 0.435
C 1.483248 1.108737 -0.085263 1.41 1.68 1.18 -0.293
C 1.754916 0.041044 -0.998901 -1.47 0.48 -0.59 -0.699
C 0.139228 1.119007 0.237183 3.19 1.53 1.53 0.118
C 0.545413 -0.458520 -1.270139 -0.94 -3.03 -1.11 0.478
H 2.606069 -0.183985 -1.584949 0.80 -0.09 -0.08 0.424
H -0.992684 1.794827 1.670058 -0.98 -0.75 0.91 0.304
H -0.785363 -1.662844 -1.684318 1.78 -0.29 -1.48 0.419
H 2.361645 1.829394 0.258139 -2.61 -1.47 -0.54 0.289
H -2.138017 -0.929216 2.397902 1.50 -0.60 -0.74 0.354
```
Positions in Å, forces in eV/Å.

ΔE to the lowest compared entry with this formula, charge and spin, kcal/mol: 198.2
F_max, eV Å⁻¹: 3.86
Total charge: 0
E_LUMO (alpha / beta), eV: -0.634 / -0.635
Multiplicity: 1

Record 5
ORCA calculation (ωB97M-V/def2-TZVPD) on a single C4H5NO6S molecule.

The geometry in XYZ format:
```
17
Properties=species:S:1:pos:R:3:forces:R:3:mulliken_charge:R:1
S 1.419046 -1.619315 2.612601 -0.99 4.34 -2.29 1.121
O -0.088621 -1.883655 2.970444 -0.18 -0.31 0.10 -0.140
O 2.179063 -1.812636 3.747629 1.17 -0.27 1.55 -0.496
O 1.667269 -2.218253 1.333894 0.24 -0.07 0.25 -0.612
O 0.014501 3.791406 -0.004637 -1.11 5.04 -1.76 -0.283
O 1.421613 0.135987 2.439052 1.32 -2.04 1.84 -0.423
O -0.795845 -2.378701 1.823247 2.13 -1.04 -1.59 -0.346
N 0.983731 2.199869 1.310668 -0.68 1.09 0.09 -0.661
C 0.186785 2.626097 0.251435 2.73 -6.72 2.85 0.360
C 0.034576 0.185217 0.402100 -1.01 3.97 1.92 -0.656
C 0.805296 0.928955 1.528074 -0.93 -2.15 -3.23 0.790
C -0.363793 1.388643 -0.507826 0.39 -0.30 0.98 -0.769
H -1.325775 1.512870 -0.890014 -2.53 0.24 0.75 0.425
H 0.005623 1.216059 -1.476551 1.97 0.23 -1.25 0.346
H -0.724790 -0.261567 1.004712 -1.08 -0.78 -0.69 0.491
H 0.069610 -2.673007 1.227617 -2.74 0.66 1.36 0.461
H 0.624525 -0.432332 -0.167207 1.28 -1.89 -0.89 0.392
```
Positions in Å, forces in eV/Å.

F_max, eV Å⁻¹: 7.80
Total charge: 0
E_LUMO (alpha / beta), eV: 0.281 / -3.420
Multiplicity: 3

Record 6
ORCA calculation (ωB97M-V/def2-TZVPD) on a single C4H5NOS molecule.

The geometry in XYZ format:
```
12
Properties=species:S:1:pos:R:3:forces:R:3:mulliken_charge:R:1
S 1.819760 2.270809 -0.834650 -1.30 -0.70 0.84 -0.284
O -1.029522 0.899088 2.149523 -0.44 -0.16 0.69 -0.466
N 0.045080 0.449060 0.193331 0.08 0.30 0.40 0.075
C -0.185014 -1.699770 -0.881025 0.24 -1.33 -1.33 -1.013
C -0.769619 0.093774 1.312554 0.65 0.30 -0.97 0.210
C 0.244806 -0.454861 -0.852379 -0.86 -0.73 1.19 0.316
C 0.640238 1.695198 0.181425 0.51 0.64 0.18 -0.116
H 0.244515 2.288937 1.032322 0.42 -0.28 -0.69 0.309
H -1.080482 -0.968279 1.284646 -0.04 0.54 0.19 0.200
H -0.679092 -2.272980 -0.110105 -0.02 0.24 0.06 0.248
H 0.748266 -0.037992 -1.656838 0.86 0.73 -1.37 0.309
H 0.001063 -2.262983 -1.818804 -0.12 0.43 0.80 0.213
```
Positions in Å, forces in eV/Å.

ΔE to the lowest compared entry with this formula, charge and spin, kcal/mol: 29.1
F_max, eV Å⁻¹: 1.89
Total charge: 0
E_LUMO, eV: -0.377
Multiplicity: 1
SMILES: C=CN(C=O)C=S

Record 7
ORCA calculation (ωB97M-V/def2-TZVPD) on a single C4H5NOS molecule.

The geometry in XYZ format:
```
12
Properties=species:S:1:pos:R:3:forces:R:3:mulliken_charge:R:1
S -1.746445 0.879067 -0.969365 0.19 -0.09 -0.96 -0.110
O 0.431092 -1.893856 -1.040726 -0.71 -0.03 -0.44 -0.519
N 2.773557 -0.670281 0.926194 -8.39 -0.42 -1.09 -0.460
C 0.314383 -0.845999 -0.141986 -1.25 0.26 3.91 0.349
C 0.033131 0.588666 -0.551889 -2.88 1.67 0.78 -0.377
C -0.914190 1.373583 0.489770 0.31 1.05 2.23 -0.527
C 1.560088 -0.744461 0.683760 8.84 0.03 0.24 0.074
H -0.443637 -2.318659 -1.181478 0.76 0.62 0.18 0.368
H -0.510252 -1.029070 0.723964 1.42 0.04 -2.22 0.225
H -0.764620 2.546872 0.774659 -0.10 -3.02 -1.21 0.288
H -1.394099 0.842691 1.438214 1.70 0.85 -1.97 0.236
H 0.660992 1.271447 -1.151116 0.08 -0.95 0.55 0.453
```
Positions in Å, forces in eV/Å.

ΔE to the lowest compared entry with this formula, charge and spin, kcal/mol: 72.4
F_max, eV Å⁻¹: 8.85
Total charge: 0
E_LUMO, eV: 0.405
Multiplicity: 1
SMILES: N#C[C@H](O)[C@@H]1CS1

Record 8
ORCA calculation (ωB97M-V/def2-TZVPD) on a single C4H5NOS molecule.

The geometry in XYZ format:
```
12
Properties=species:S:1:pos:R:3:forces:R:3:mulliken_charge:R:1
S -0.101208 1.704837 -0.549429 -0.10 1.64 1.09 0.360
O -0.427216 0.966926 -1.766555 -0.11 -0.87 -0.38 -0.529
N -0.552705 -2.146366 -1.252461 1.52 0.48 2.69 -0.525
C -0.808430 1.051228 1.020287 -0.29 -4.43 -2.53 -0.847
C 0.186026 -1.372419 -0.637023 -1.59 -0.81 -0.62 0.520
C 0.590256 0.586322 0.798135 -1.32 0.51 -0.10 0.023
C 0.891907 -0.672232 0.249084 0.59 -2.50 -1.95 -0.688
H -0.632091 -2.129198 -2.232360 -0.13 0.54 -1.42 0.295
H 1.376085 0.854497 1.446663 0.61 1.19 0.59 0.466
H 1.947710 -0.882055 0.142539 0.19 -0.35 0.39 0.239
H -0.841766 1.788359 1.682923 -0.60 3.13 2.77 0.416
H -1.628568 0.250100 1.098198 1.22 1.47 -0.52 0.271
```
Positions in Å, forces in eV/Å.

ΔE to the lowest compared entry with this formula, charge and spin, kcal/mol: 81.6
F_max, eV Å⁻¹: 5.11
Total charge: 0
E_LUMO, eV: 0.773
Multiplicity: 1

Record 9
ORCA calculation (ωB97M-V/def2-TZVPD) on a single C4H5NOS2 molecule.

The geometry in XYZ format:
```
13
Properties=species:S:1:pos:R:3:forces:R:3:mulliken_charge:R:1
S -3.902179 0.566917 -0.109707 -0.24 -0.41 0.39 -0.139
S 1.050208 2.399089 0.004136 0.33 -1.13 -0.25 -0.327
O -0.115105 0.017969 -0.028214 -1.00 -0.35 -0.04 -0.276
N -2.369010 -0.152521 -0.003326 -0.16 -0.65 -0.02 -0.291
C 2.112353 -1.494880 0.008023 -0.25 2.74 -0.42 -0.672
C -1.383031 0.603995 0.029067 1.02 -0.41 -0.29 0.068
C 2.196088 -0.141338 -0.183159 -0.56 -1.69 0.60 -0.323
C 1.006460 0.743956 -0.110181 0.24 0.95 0.30 0.564
H 3.010063 -2.053563 0.114604 0.50 -0.49 -0.11 0.296
H -1.366548 1.662157 0.061806 0.05 1.02 0.02 0.313
H 1.155088 -1.978092 0.077013 -0.12 -0.17 0.12 0.266
H -4.551684 -0.515832 0.392576 0.20 0.44 -0.27 0.160
H 3.157301 0.342146 -0.252636 -0.02 0.17 -0.03 0.360
```
Positions in Å, forces in eV/Å.

ΔE to the lowest compared entry with this formula, charge and spin, kcal/mol: 48.5
F_max, eV Å⁻¹: 2.78
Total charge: 0
E_LUMO, eV: -0.779
Multiplicity: 1
SMILES: C=CC(=S)O/C=N/S

Record 10
ORCA calculation (ωB97M-V/def2-TZVPD) on a single C4H5NOS2 molecule.

The geometry in XYZ format:
```
13
Properties=species:S:1:pos:R:3:forces:R:3:mulliken_charge:R:1
S -2.211310 -1.584534 -0.116988 0.99 0.11 1.74 -0.251
S 3.126087 -0.748919 0.094696 0.03 -2.52 -1.98 -0.291
O 0.532681 -1.398922 -0.071402 -0.01 -0.41 0.15 -0.338
N -1.452629 1.635923 -0.013622 3.06 -0.12 -0.35 -0.552
C 0.918536 0.794879 -0.291325 2.08 0.97 1.01 -0.596
C -0.655094 -0.723959 -0.090595 -2.03 -1.32 0.68 -0.215
C -0.421734 0.595546 -0.054013 -4.37 2.97 -0.73 0.892
C 1.447411 -0.436201 -0.114510 1.29 0.69 -0.68 0.192
H 1.508204 1.716877 -0.393258 -0.55 -0.58 0.11 0.392
H -2.352348 1.325842 0.222968 -1.11 -0.56 0.44 0.222
H -1.182046 2.509435 0.464776 -0.17 -1.06 -0.42 0.236
H -2.278084 -1.874805 1.276887 0.04 0.28 -1.65 0.149
H 3.020325 -1.811156 -0.913615 0.74 1.56 1.67 0.161
```
Positions in Å, forces in eV/Å.

ΔE to the lowest compared entry with this formula, charge and spin, kcal/mol: 34.0
F_max, eV Å⁻¹: 5.33
Total charge: 0
E_LUMO, eV: 0.649
Multiplicity: 1
SMILES: Nc1cc(S)oc1S

Record 11
ORCA calculation (ωB97M-V/def2-TZVPD) on a single C4H5NS molecule.

The geometry in XYZ format:
```
11
Properties=species:S:1:pos:R:3:forces:R:3:mulliken_charge:R:1
S 2.155362 0.415786 -0.452865 -0.25 0.00 0.53 -0.196
N -0.827110 2.514285 -0.286377 -0.44 1.06 -0.42 -0.395
C -0.273533 -0.808246 0.212537 -0.34 1.23 0.35 -0.056
C -0.140312 1.673781 0.057237 -0.07 -0.85 0.29 0.055
C -1.370790 -0.802993 -0.534221 -0.43 -0.21 -1.63 -0.773
C 0.530163 0.481354 0.524964 0.98 -1.36 -0.38 0.120
H -1.795595 0.005844 -1.194232 0.77 -0.39 1.38 0.245
H 0.752095 0.629369 1.595120 -0.03 -0.32 -0.45 0.276
H 0.063562 -1.749731 0.656849 0.09 0.51 -0.03 0.323
H 2.761519 -0.608730 0.196705 -0.42 0.27 -0.02 0.149
H -1.855363 -1.750715 -0.775714 0.14 0.07 0.38 0.253
```
Positions in Å, forces in eV/Å.

ΔE to the lowest compared entry with this formula, charge and spin, kcal/mol: 29.4
F_max, eV Å⁻¹: 1.72
Total charge: 0
E_LUMO, eV: 0.513
Multiplicity: 1
SMILES: C=C[C@@H](S)C#N

Record 12
ORCA calculation (ωB97M-V/def2-TZVPD) on a single C4H5NS molecule.

The geometry in XYZ format:
```
11
Properties=species:S:1:pos:R:3:forces:R:3:mulliken_charge:R:1
S -1.683177 -0.109912 -0.524492 -0.85 -0.09 -0.13 -0.216
N 0.724605 -0.983026 2.197150 -0.66 0.43 -1.32 -0.396
C 0.859578 0.665326 -0.901876 0.28 0.59 -0.35 -0.063
C 2.062584 0.104653 -0.994097 1.22 -0.54 -0.55 -0.768
C -0.151493 0.538395 0.230752 0.67 -1.01 -0.82 0.359
C 0.288197 -0.422987 1.280380 0.49 0.34 0.90 0.028
H 0.486255 1.317500 -1.738525 0.49 -0.69 0.93 0.176
H 2.709169 0.260572 -1.893154 -0.92 0.12 0.69 0.226
H -0.335199 1.486921 0.707335 -0.07 0.32 0.21 0.264
H 2.592920 -0.592457 -0.296103 -1.14 0.80 -0.18 0.247
H -1.947749 0.854915 -1.458682 0.50 -0.28 0.62 0.143
```
Positions in Å, forces in eV/Å.

ΔE to the lowest compared entry with this formula, charge and spin, kcal/mol: 29.4
F_max, eV Å⁻¹: 1.54
Total charge: 0
E_LUMO, eV: 0.506
Multiplicity: 1
SMILES: C=C[C@@H](S)C#N